34
Properties=species:S:1:pos:R:3:mulliken_charge:R:1 method="wB97M-V/def2-TZVPD" e_homo_ev="-16.93 / -16.83" lumo_energy_ev="-7.785 / -10.858" gap_ha="0.33623 / 0.21942" charge=+2 s_squared=6.02 spin_multiplicity=5
Pd -1.34244 0.19082 -0.58317 0.9107
O 0.86481 -2.84982 -2.75228 -0.3757
C 0.14279 -2.16275 -1.93100 0.1925
O -0.63949 -1.27423 -2.23935 -0.4474
C 0.28012 -2.53070 -0.49055 0.3081
C 0.94314 -3.64093 0.01076 -0.4163
C 0.88930 -3.86960 1.37925 -0.7339
C 0.17947 -2.99781 2.19773 -0.7357
C -0.44943 -1.91050 1.61208 1.0468
N -0.38090 -1.70909 0.30593 0.0461
C -1.33926 -0.89463 2.27071 0.5533
O -1.39460 -0.74525 3.54831 -0.3999
O -2.04332 -0.21524 1.53400 -0.4846
H 0.75927 -2.58883 -3.68229 0.4294
H 1.46800 -4.30796 -0.65936 0.5851
H 1.38673 -4.73251 1.80069 0.4894
H 0.10868 -3.19010 3.26055 0.3216
H -0.81924 -1.30269 4.08848 0.3376
F 3.49771 0.88143 0.57117 -0.1746
C 2.97011 1.98056 0.06504 0.5389
F 3.45305 2.22830 -1.13122 -0.1585
F 3.12975 2.99790 0.87422 -0.1564
S 1.14327 1.61311 -0.12875 1.1207
O 0.61603 1.05774 1.10207 -0.5306
O 1.00713 0.64166 -1.21258 -0.5460
N 0.50724 3.01635 -0.50966 -0.4709
S -1.01370 2.87055 -0.87076 1.2379
O -1.23540 2.01263 -2.04290 -0.5577
O -1.78168 2.27812 0.23675 -0.5918
C -1.66030 4.60328 -1.22822 0.5805
F -1.48360 5.32927 -0.15555 -0.1449
F -2.93428 4.43739 -1.50127 -0.1587
F -0.99748 5.06802 -2.25522 -0.1402
I -3.83149 -0.28448 -1.48362 0.5249

***

95
Properties=species:S:1:pos:R:3:mulliken_charge:R:1 method="wB97M-V/def2-TZVPD" relative_energy_kj_mol=3.1 e_homo_ev=-6.90 lumo_energy_ev=2.098 gap_ha=0.33072 charge=-1 spin_multiplicity=1
C -0.48587 0.72965 -3.68574 -1.4762
C -0.12057 -0.47907 -2.83128 1.5647
C 1.31613 -0.94842 -3.18645 -1.1928
C 1.83477 -2.04425 -2.22159 -0.8397
C 1.80065 -1.41056 -0.91134 -1.4482
C 0.43960 -1.01719 -0.37542 2.4857
N -0.19649 -0.08928 -1.43567 0.7316
O -1.55670 0.19637 -1.03890 0.2917
C 0.58440 -0.19867 0.90680 -1.5575
C -0.44456 -2.25965 -0.03892 -0.7944
C -1.07493 -1.64643 -3.21681 -1.3671
H -1.54223 0.91586 -3.63891 0.0284
H -0.11721 0.63706 -4.70302 0.4439
H -0.02473 1.56156 -3.14136 0.2353
H 2.10135 -0.09400 -3.22114 0.0596
H 1.11106 -1.15137 -4.26640 0.5564
H 2.86891 -2.21963 -2.48681 0.4450
H 1.29101 -2.98273 -2.36072 0.3445
H 2.33776 -0.45715 -0.93985 0.3002
H 2.38416 -1.94230 -0.16222 0.2459
H 1.07845 0.79557 0.77720 0.2198
H 1.05661 -0.74259 1.72545 0.4272
H -0.45565 -0.08253 1.23727 0.2843
H -1.51596 -2.04607 -0.27411 -0.3199
H -0.18587 -2.44792 0.96655 0.0307
H -0.09448 -3.06924 -0.70587 0.2278
H -0.76191 -2.68170 -2.88566 0.1700
H -1.18355 -1.58758 -4.30833 0.4861
H -2.06048 -1.48005 -2.77244 0.0572
O 3.37946 -2.04138 5.68337 -0.6565
H 3.89368 -1.41513 5.17099 0.3124
H 2.48229 -1.83078 5.61974 0.3324
O 2.47473 5.29873 0.68197 -0.6808
H 1.98876 4.53482 1.03697 0.3745
H 2.57961 5.15213 -0.26195 0.2820
O 0.69201 3.14994 1.66430 -0.7402
H -0.30086 3.08259 1.44338 0.3527
H 1.10904 2.91248 0.78628 0.2469
O 6.03939 -0.18206 0.50757 -0.7311
H 6.32502 0.44348 1.19385 0.3180
H 5.48929 0.40595 -0.12213 0.3608
O 0.24935 4.36246 -1.89083 -1.1246
H -1.00240 3.50361 -0.94306 0.4106
H 0.60649 4.05624 -2.75509 0.0784
O -3.00457 -2.24141 6.19179 -0.6269
H -3.95682 -2.12201 5.99649 0.3195
H -2.51708 -1.73170 5.52817 0.3009
O 0.53318 -0.81140 5.01444 -0.6553
H -0.36318 -0.43913 5.20227 0.2564
H 1.08278 -0.08069 4.63600 0.3891
O 4.16092 1.55700 -1.23497 -0.5613
H 3.20963 1.85958 -1.24518 0.3796
H 4.40872 1.90596 -2.11050 0.2583
O -3.60436 2.83013 -3.85147 -0.8132
H -3.55003 3.70078 -3.26861 0.4613
H -2.76707 2.69512 -4.27099 0.2809
O -4.23193 -0.91452 -0.03283 -0.7250
H -3.39933 -0.45208 0.05055 0.2108
H -4.67715 -0.39648 -0.79654 0.3843
O -1.37798 -5.44772 -0.31696 -0.5835
H -1.51200 -6.19079 0.27990 0.2944
H -2.30851 -5.22373 -0.42934 0.2850
O -3.88928 -3.55855 -0.41839 -0.6921
H -3.09536 -3.53473 -0.93500 0.2665
H -4.20617 -2.62664 -0.42953 0.4236
O -0.58341 6.81472 -1.44893 -0.7007
H -0.30467 5.89678 -1.80529 0.4237
H 0.23777 7.02628 -0.98913 0.3071
O 3.99057 -1.19361 2.41371 -0.5927
H 4.53793 -0.95572 1.64968 0.3589
H 3.46188 -2.02942 2.23958 0.2903
O -1.57421 3.00820 -0.26151 -0.5988
H -1.42942 1.14045 -0.95414 0.0463
H -2.50480 3.28440 -0.40917 0.2712
O 1.99288 -3.38373 2.59322 -0.5972
H 2.37580 -3.72802 3.40315 0.2553
H 1.06146 -3.56909 2.59318 0.3128
O 1.67506 2.05112 -1.25403 -0.2810
H 1.20717 2.93599 -1.40197 -0.1114
H 0.97156 1.41888 -1.07113 -0.0003
O -0.38808 -2.76534 3.46756 -0.5918
H 0.20133 -2.13519 4.01816 0.3823
H -0.84600 -3.33394 4.11004 0.2588
O -2.80236 4.70567 -1.93170 -0.7016
H -2.97710 5.67340 -1.94479 0.3297
H -1.81136 4.75194 -2.11812 0.3333
O -4.47561 0.64362 -2.64612 -0.6673
H -3.83034 0.14110 -3.20317 0.2223
H -4.33122 1.56040 -2.91693 0.4414
O 2.09707 0.81089 3.54808 -0.7179
H 2.68509 0.32348 2.96279 0.3147
H 1.65759 1.44850 2.99804 0.3608
O -3.31300 -4.29380 2.47142 -0.6762
H -2.44837 -4.16405 2.03229 0.3192
H -3.85716 -4.05168 1.67622 0.3797

***

103
Properties=species:S:1:pos:R:3:mulliken_charge:R:1 method="wB97M-V/def2-TZVPD" e_homo_ev=-12.64 lumo_energy_ev=-4.925 gap_ha=0.28348 charge=+1 spin_multiplicity=1
C -3.77237 -0.38199 4.73835 -0.5630
C -4.23893 -1.77353 4.42488 0.6294
O -5.24713 -1.98740 3.75745 -0.5388
O -3.47116 -2.79797 4.91996 -0.3618
C -2.47009 -3.29046 4.03805 -0.6310
C -2.53596 -2.73684 2.63134 -0.1814
C -1.44034 -3.38289 1.74676 -1.2251
C -0.88807 -2.34250 0.79401 0.2737
C -0.61341 -2.74332 -0.67231 -1.3350
N 0.02832 -1.46393 -1.11917 0.3692
C 0.51949 -0.79843 -0.14288 -0.7212
C 0.48467 -1.69646 1.06774 0.0009
P 0.77810 -0.95884 2.75667 0.4559
O 1.80639 -2.03069 3.39873 -0.4592
Cl 1.97665 0.67325 2.26071 -0.1980
H -3.04646 -0.36470 5.53927 0.3185
H -3.30326 0.02086 3.84946 -0.0481
H -4.63748 0.21408 4.98037 0.4234
H -2.50001 -4.37422 4.00764 0.2777
H -1.50390 -3.02188 4.46490 0.3231
H -3.49192 -2.92700 2.16288 0.5686
H -2.32777 -1.67386 2.64761 0.0118
H -0.66701 -3.81574 2.37273 0.4951
H -1.88466 -4.16975 1.14955 0.3871
H -1.53768 -1.47673 0.67910 0.3874
H 0.19261 -3.47266 -0.70254 0.4420
H -1.47557 -2.98779 -1.27053 0.5280
H -0.03507 -1.16464 -2.09307 0.1754
H 0.90816 0.20475 -0.22914 0.6761
H 1.34208 -2.34964 0.85222 0.2429
H 2.26553 -2.55613 2.73234 0.3801
O -0.17753 0.51965 -3.41833 -0.5248
H -0.71404 1.25589 -3.10749 0.2431
H 0.31462 0.87183 -4.17252 0.3284
O 4.19916 3.72909 1.84911 -0.5581
H 3.53302 4.29671 2.25938 0.3702
H 3.71814 2.93152 1.61869 0.2172
O 3.06542 0.32588 -2.48952 -0.5516
H 2.48008 -0.26886 -2.02220 0.2352
H 3.62724 -0.27632 -3.00159 0.3135
O 2.99370 -3.48627 -1.08315 -0.6457
H 2.10188 -3.17688 -1.25608 0.1101
H 3.52624 -2.68489 -0.94455 0.4223
O 3.92736 -2.21778 -3.49740 -0.6109
H 3.33384 -2.80815 -3.01315 0.3172
H 4.48314 -2.81021 -4.01504 0.3018
O 1.23915 4.21631 0.31849 -0.5564
H 1.96784 4.33421 -0.30564 0.3658
H 1.58003 3.60744 0.97908 0.2001
O 1.14518 4.91299 3.13729 -0.6570
H 0.52137 4.78119 2.41642 0.2410
H 1.37152 5.84861 3.07789 0.3429
O 2.48098 -2.81087 -5.90884 -0.6561
H 2.84643 -2.86039 -6.80302 0.3785
H 2.74612 -1.94637 -5.57662 0.2684
O -8.14783 -2.49272 2.09167 -0.6755
H -8.13860 -1.76232 1.46638 0.3100
H -7.30625 -2.40975 2.55471 0.3848
O 2.36383 -4.85582 -7.77562 -0.6123
H 2.00031 -5.51569 -8.37259 0.3018
H 1.70591 -4.76730 -7.07930 0.3150
O -3.24898 1.42591 1.51957 -0.6793
H -2.81437 2.28700 1.59390 0.3022
H -4.17441 1.65047 1.35389 0.3458
O 5.31476 -2.75449 0.17569 -0.7068
H 6.03476 -2.83239 0.81033 0.3369
H 5.35140 -3.58684 -0.30868 0.2936
O -4.14880 1.47850 -1.29979 -0.5990
H -3.44123 1.14036 -0.73924 0.3249
H -4.34911 0.76244 -1.90960 0.2829
O -2.96204 4.35490 -0.04925 -0.6710
H -3.61986 4.87128 0.43741 0.3569
H -3.48008 3.73347 -0.57726 0.3211
O -6.86841 -2.44917 -0.67979 -0.6179
H -7.55750 -2.92456 -0.19916 0.3444
H -6.41084 -3.13051 -1.17723 0.2875
O 7.79630 -2.95410 -1.34776 -0.6126
H 6.90244 -2.65433 -1.53194 0.3254
H 8.29899 -2.14087 -1.24559 0.3203
O -3.29379 2.65683 4.46554 -0.5908
H -3.29828 2.43163 3.52725 0.2766
H -2.46246 3.11868 4.60966 0.3147
O 0.38838 -0.47695 -6.19205 -0.6481
H -0.19793 -1.06210 -5.70197 0.3228
H 0.92339 -1.07574 -6.72490 0.2961
O 2.58789 5.18469 5.68496 -0.6195
H 3.43262 4.75246 5.83531 0.3191
H 2.27382 4.84538 4.83986 0.3546
O 5.60714 6.20575 0.20073 -0.6325
H 5.01868 5.77744 0.82852 0.3218
H 6.04958 5.47432 -0.23705 0.3109
O -4.12711 6.92560 0.19249 -0.6417
H -3.74441 6.94459 -0.68976 0.3256
H -3.72745 7.67301 0.64628 0.3190
O 1.39813 4.46857 -2.73766 -0.6179
H 0.75092 5.06362 -2.34468 0.3256
H 0.89293 3.68489 -2.96380 0.2745
O -2.45780 -0.16589 -7.54789 -0.6285
H -2.60324 0.54204 -8.18099 0.3233
H -1.60722 0.04054 -7.14447 0.3255
O 4.71644 -1.03559 3.82226 -0.5995
H 5.08761 -0.17924 3.59036 0.3101
H 3.76712 -0.92527 3.72699 0.2804

***

17
Properties=species:S:1:pos:R:3:mulliken_charge:R:1 method="wB97M-V/def2-TZVPD" e_homo_ev=-8.65 smiles="FC1=Cc2ccccc2[C@@H]1Br" lumo_energy_ev=0.008 gap_ha=0.31830 charge=0 spin_multiplicity=1
F -0.36905 2.21285 2.95579 -0.2705
C -0.17743 1.44089 1.88008 0.2489
C 0.05029 1.83821 0.63286 -0.6258
C 0.18930 0.71594 -0.29385 0.4796
C 0.57184 0.69233 -1.62639 -0.7304
C 0.59087 -0.53809 -2.14750 -0.4237
C 0.22772 -1.65908 -1.48256 -0.5593
C -0.07709 -1.71672 -0.14856 -0.6807
C -0.11366 -0.46725 0.40342 0.2965
C -0.47692 -0.06092 1.87442 -0.2668
Br -2.44250 -0.37934 2.19653 -0.1186
H 0.05454 2.91958 0.45545 0.3810
H 0.77466 1.50851 -2.24950 0.4575
H 0.78347 -0.58866 -3.14066 0.4628
H 0.49810 -2.52164 -2.04625 0.3271
H -0.11531 -2.60978 0.31698 0.5353
H 0.03116 -0.78681 2.41975 0.4871

***

18
Properties=species:S:1:pos:R:3:mulliken_charge:R:1 method="wB97M-V/def2-TZVPD" relative_energy_kj_mol=416.0 e_homo_ev=-8.01 lumo_energy_ev=-0.432 gap_ha=0.27846 charge=0 spin_multiplicity=1
C -1.47164 -0.84375 -0.17197 -0.5707
C -0.80018 -2.02779 0.04398 -0.6076
C -0.79397 0.37528 -0.06407 -0.6880
C 0.59118 -1.97171 0.18319 -0.3929
C 0.57194 0.40786 0.11490 1.2321
C 1.30124 -0.82270 0.16960 0.3808
C 1.08755 1.81924 0.02488 -0.3282
C 2.33457 2.17624 -0.08810 -0.5568
C 3.45327 -0.17891 -0.49785 0.1867
O 2.66320 -0.97258 0.21664 -0.3463
F 3.38070 -0.38700 -1.81630 -0.2090
Br 5.24279 -0.03445 0.13038 -0.1119
H -2.47265 -0.69575 -0.33274 0.4503
H -1.13033 -3.04334 0.15711 0.3553
H -1.40440 1.35044 -0.24923 0.1759
H 1.07833 -2.84849 0.23142 0.5503
H 0.40500 2.69890 -0.03249 0.1730
H 2.89227 3.09622 -0.37757 0.3072

***

25
Properties=species:S:1:pos:R:3:mulliken_charge:R:1 method="wB97M-V/def2-TZVPD" e_homo_ev=-3.59 lumo_energy_ev=2.428 gap_ha=0.22117 charge=-1 spin_multiplicity=1
N 0.40939 -0.41236 -4.60271 -0.4532
O 1.39117 -0.42106 -3.62130 -0.3818
H -0.26614 -1.11438 -4.31883 0.2601
H -0.04809 0.48778 -4.50781 0.2487
H 2.22610 -0.63452 -4.08311 0.2908
O 3.65902 1.37373 0.49173 -0.3451
C 2.75591 0.92335 1.01781 0.0807
Co 1.29315 0.22236 1.81767 0.0496
C 1.39761 -1.56915 1.98253 0.1528
O 1.43862 -2.70190 2.07240 -0.3153
C 0.97843 0.87052 3.50345 0.2112
O 0.76258 1.27746 4.54304 -0.3409
C -0.33832 1.12384 1.05870 -0.1916
C -0.00711 0.00483 0.18131 0.2920
C 0.56403 0.32422 -1.11688 -1.0767
Co -1.93001 -0.12350 1.03144 0.0607
C -1.91942 -1.94376 0.89537 0.1295
O -1.89545 -3.07682 0.79798 -0.3331
C -3.03486 0.63582 -0.16901 0.0633
O -3.71159 1.12595 -0.94208 -0.3719
C -2.33740 0.23789 2.76885 0.1953
O -2.57048 0.47429 3.85661 -0.3430
H -0.48764 2.06818 0.53907 0.3578
H 0.70032 -0.44003 -1.85137 0.4087
H 0.97017 1.28726 -1.34489 0.3513

***

16
Properties=species:S:1:pos:R:3:mulliken_charge:R:1 method="wB97M-V/def2-TZVPD" relative_energy_kj_mol=79.8 e_homo_ev=-9.14 smiles="C#Cc1ccccc1C=O" lumo_energy_ev=0.194 gap_ha=0.34301 charge=0 spin_multiplicity=1
C 2.14939 -1.29654 1.80774 0.1715
C 1.36300 -0.82915 1.05394 -1.0062
C 0.68737 -0.12438 -0.03395 0.5086
C 1.28376 -0.06075 -1.25115 -0.2051
C 0.57977 0.50140 -2.36569 -0.6893
C -0.81209 0.63909 -2.14622 -0.1450
C -1.48565 0.45275 -0.97613 -0.7018
C -0.74756 0.21014 0.10378 0.8175
C -1.43277 -0.10507 1.38534 -0.2383
O -1.20259 0.54190 2.40881 -0.4344
H 2.88794 -1.65122 2.57527 0.3877
H 2.31851 -0.42895 -1.34700 0.3749
H 1.04862 0.56514 -3.48191 0.2481
H -1.38970 1.11352 -2.97209 0.2787
H -2.55095 0.71433 -0.90608 0.3521
H -2.20503 -0.97298 1.39534 0.2812

***

Question: What is the charge in the third record?
Answer: +1